[1]
A structure of composition C22H29BN3O2PtSSb. Source: the OMol25 dataset; level of theory: ωB97M-V/def2-TZVPD.

Element x y z (Å)
1 Pt 0.1788 -1.0894 0.4382
2 O -1.1214 1.2009 3.5237
3 S -0.5996 -0.1062 3.2308
4 O -0.2055 -0.9344 4.3370
5 N 0.5806 -0.0450 2.1059
6 C 1.8842 0.2519 2.4455
7 C 2.2901 0.8817 3.5998
8 C 3.6564 1.1259 3.8326
9 C 4.6215 0.7684 2.9301
10 C 4.2410 0.1204 1.7324
11 C 5.1538 -0.2711 0.7244
12 C 4.7012 -0.8806 -0.4114
13 C 3.3212 -1.1333 -0.5407
14 N 2.4578 -0.7887 0.3798
15 C 2.8800 -0.1520 1.5050
16 C -1.7839 -0.9885 2.2382
17 C -2.9512 -0.3520 1.8324
18 C -3.8680 -1.0613 1.0775
19 C -3.6152 -2.3817 0.7132
20 C -2.4653 -3.0197 1.1375
21 C -1.5413 -2.3357 1.9307
22 H 1.5614 1.1972 4.3332
23 H 3.9373 1.6213 4.7517
24 H 5.6671 0.9770 3.1122
25 H 6.2096 -0.0761 0.8674
26 H 5.3757 -1.1852 -1.1989
27 H 2.9236 -1.6403 -1.4121
28 H -3.1186 0.6759 2.1218
29 H -4.7858 -0.5836 0.7599
30 H -4.3295 -2.9189 0.1048
31 H -2.2772 -4.0469 0.8577
32 H -0.6935 -2.8515 2.3672
33 C 0.5391 0.8221 -3.8846
34 C 0.4130 1.8243 -2.7459
35 Sb -0.6061 0.9971 -1.0571
36 C -0.7457 2.6939 0.2434
37 C -0.8885 4.0554 -0.4202
38 C -2.5643 0.7700 -1.8954
39 C -3.0768 1.9171 -2.7530
40 H 1.0479 1.2649 -4.7419
41 H -0.4388 0.4784 -4.2248
42 H 1.1039 -0.0598 -3.5800
43 H -0.1615 2.7023 -3.0439
44 H 1.3898 2.1695 -2.4043
45 H 0.1566 2.6503 0.8555
46 H -1.5736 2.4854 0.9225
47 H -0.0497 4.2696 -1.0829
48 H -0.9170 4.8447 0.3324
49 H -1.8021 4.1322 -1.0091
50 H -3.2208 0.5792 -1.0455
51 H -2.5216 -0.1604 -2.4651
52 H -3.2163 2.8268 -2.1694
53 H -4.0409 1.6624 -3.1959
54 H -2.3976 2.1480 -3.5740
55 B -0.9254 -4.6353 -2.3351
56 C -0.4775 -3.3041 -1.6312
57 N -0.2043 -2.3143 -1.0969
58 H 0.0636 -5.1994 -2.7304
59 H -1.6804 -4.3282 -3.2253
60 H -1.4905 -5.2703 -1.4698

Properties
* gap between HOMO and LUMO (spin up / spin down): 6.791 / 6.792 eV
* relative energy (zero: lowest compared OMol25 entry of this formula, charge and spin): 1.400 eV
* E_HOMO (spin up / spin down): -7.70 / -7.70 eV

Atom charges from the Mulliken analysis, given in e for atoms 1 to 4: 1.184, -0.701, 1.456, -0.730


[2]
An isolated molecule of C22H29ClN2O6S. Source: the OMol25 dataset; level of theory: ωB97M-V/def2-TZVPD.

Element x y z (Å)
1 C 3.1762 1.3303 0.7068
2 O 1.9626 0.9192 0.1196
3 C 2.0165 0.7871 -1.2810
4 C 1.6270 2.1007 -1.9981
5 C 2.1244 2.1390 -3.4427
6 N 0.1997 2.3207 -1.8689
7 C -0.3456 3.1428 -0.9031
8 C 0.4607 4.0063 0.0004
9 C -1.6974 2.9904 -0.9176
10 C -2.0088 2.0403 -1.9285
11 C -3.2768 1.3953 -2.1700
12 O -3.6199 0.8780 -3.2175
13 C -4.2100 1.2797 -0.9518
14 O -3.5767 1.3055 0.3125
15 C -2.4710 0.5605 0.5140
16 C -2.0430 -0.4845 -0.3033
17 C -0.8462 -1.1311 -0.0463
18 C -0.0822 -0.7608 1.0414
19 S 1.4437 -1.6259 1.3858
20 O 2.0724 -2.0182 0.1586
21 O 2.1996 -0.9263 2.3797
22 N 0.9420 -3.0418 2.1228
23 C 0.3171 -2.8865 3.4161
24 C 0.2992 -4.2539 4.1046
25 O -0.3624 -5.2121 3.3111
26 C 0.2593 -5.3498 2.0545
27 C 0.2666 -4.0171 1.3002
28 C -0.5054 0.2339 1.9011
29 C -1.6874 0.8936 1.6326
30 Cl -2.2107 2.1739 2.6504
31 C -0.7998 1.6592 -2.5080
32 C -0.6305 0.6750 -3.6068
33 H 3.4698 2.3351 0.3772
34 H 3.0103 1.3224 1.7807
35 H 3.9777 0.6236 0.4714
36 H 3.0159 0.4694 -1.5997
37 H 1.3076 -0.0047 -1.5319
38 H 2.1065 2.9231 -1.4595
39 H 1.6298 2.9400 -3.9870
40 H 3.1946 2.3309 -3.4489
41 H 1.9488 1.2001 -3.9559
42 H 1.0813 4.7104 -0.5554
43 H 1.0976 3.3989 0.6425
44 H -0.2162 4.5742 0.6326
45 H -2.3990 3.5133 -0.2996
46 H -4.8117 0.3695 -1.0749
47 H -4.8892 2.1380 -0.9431
48 H -2.6311 -0.7786 -1.1578
49 H -0.4900 -1.9079 -0.7039
50 H 0.9116 -2.1705 3.9820
51 H -0.7147 -2.5135 3.3136
52 H -0.2490 -4.2069 5.0466
53 H 1.3341 -4.5740 4.2922
54 H -0.3153 -6.1009 1.5104
55 H 1.2948 -5.6953 2.1839
56 H 0.8202 -4.0973 0.3654
57 H -0.7726 -3.7122 1.0972
58 H 0.1121 0.5059 2.7408
59 H -0.3337 1.1724 -4.5294
60 H 0.1074 -0.0878 -3.3662
61 H -1.5907 0.1995 -3.7919

Properties
* gap between HOMO and LUMO: 8.728 eV
* SMILES string: COC[C@@H](C)n1c(C)cc(C(=O)COc2ccc(S(=O)(=O)N3CCOCC3)cc2Cl)c1C
* relative energy (zero: lowest compared OMol25 entry of this formula, charge and spin): 0.696 eV
* E_HOMO: -8.10 eV

Atom charges from the Mulliken analysis, given in e for atoms 1 to 4: -1.122, 0.485, -0.627, 0.056


[3]
An isolated molecule of C22H29FN2. Source: the OMol25 dataset; level of theory: ωB97M-V/def2-TZVPD.

Element x y z (Å)
1 C 1.8117 -1.1843 -0.7453
2 N 1.5103 -1.4162 0.6519
3 C 2.4289 -2.3623 1.2766
4 C 2.3697 -3.7620 0.7129
5 C 3.1656 -4.1236 -0.3679
6 C 3.0657 -5.3836 -0.9307
7 C 2.1665 -6.3035 -0.4194
8 C 1.3746 -5.9578 0.6621
9 C 1.4764 -4.6971 1.2227
10 C 0.1150 -1.7469 0.8780
11 C -0.8207 -0.5563 0.6468
12 C -2.2552 -0.9084 1.0366
13 C -3.1426 0.3167 0.8461
14 C -2.5888 1.4966 1.6402
15 N -1.2412 1.7838 1.1980
16 C -0.7010 3.0376 1.6802
17 C 0.2038 3.6748 0.6097
18 C -0.6014 3.9236 -0.6295
19 C -1.4200 5.0400 -0.7476
20 C -2.2197 5.2331 -1.8597
21 C -2.2223 4.3021 -2.8846
22 C -1.4138 3.1833 -2.7973
23 C -0.6214 3.0130 -1.6775
24 F 0.1786 1.9238 -1.6297
25 C -0.3658 0.6574 1.4544
26 H 2.8720 -0.9568 -0.8449
27 H 1.2478 -0.3235 -1.0953
28 H 1.5734 -2.0469 -1.3859
29 H 3.4378 -1.9573 1.1533
30 H 2.1980 -2.3824 2.3459
31 H 3.8764 -3.4142 -0.7676
32 H 3.6926 -5.6489 -1.7699
33 H 2.0871 -7.2874 -0.8582
34 H 0.6762 -6.6736 1.0717
35 H 0.8600 -4.4388 2.0722
36 H -0.2171 -2.5893 0.2448
37 H 0.0174 -2.0547 1.9232
38 H -0.8132 -0.2770 -0.4088
39 H -2.6205 -1.7397 0.4299
40 H -2.2830 -1.2193 2.0847
41 H -3.1628 0.5895 -0.2102
42 H -4.1639 0.1047 1.1684
43 H -3.2095 2.3792 1.4625
44 H -2.6254 1.2604 2.7216
45 H -1.5283 3.7231 1.8829
46 H -0.1289 2.9119 2.6146
47 H 1.0330 3.0036 0.3883
48 H 0.6031 4.6141 0.9964
49 H -1.4244 5.7691 0.0500
50 H -2.8446 6.1111 -1.9269
51 H -2.8482 4.4471 -3.7519
52 H -1.3886 2.4433 -3.5821
53 H 0.6500 0.9163 1.1575
54 H -0.3512 0.3974 2.5304

Properties
* gap between HOMO and LUMO: 9.272 eV
* SMILES string: CN(Cc1ccccc1)C[C@H]1CCCN(CCc2ccccc2F)C1
* relative energy (zero: lowest compared OMol25 entry of this formula, charge and spin): 0.000 eV
* E_HOMO: -8.33 eV

Atom charges from the Mulliken analysis, given in e for atoms 1 to 4: -0.834, 0.423, -1.609, 0.937


[4]
A structure of composition C22H29IrN5O2S4. Source: the OMol25 dataset; level of theory: ωB97M-V/def2-TZVPD.

Element x y z (Å)
1 Ir 0.1765 -0.5501 0.6529
2 C 1.8859 -3.2153 1.4072
3 C 2.9107 -2.5188 0.5316
4 S 2.3442 -0.9158 -0.1306
5 C 2.2008 -1.3102 -1.9237
6 C 0.9112 -0.7683 -2.5320
7 S -0.5926 -1.0312 -1.5689
8 C -0.7983 -2.8269 -1.6538
9 C 0.1235 -3.6579 -0.7783
10 S 0.1775 -2.9562 0.8964
11 H 1.8976 -2.8159 2.4195
12 H 2.0955 -4.2839 1.4725
13 H 3.2346 -3.1205 -0.3161
14 H 3.7988 -2.3225 1.1318
15 H 2.3312 -2.3813 -2.0504
16 H 3.0338 -0.8113 -2.4180
17 H 0.7638 -1.1234 -3.5513
18 H 0.9987 0.3100 -2.5562
19 H -0.6959 -3.0921 -2.7066
20 H -1.8398 -3.0014 -1.3815
21 H 1.1276 -3.7510 -1.1818
22 H -0.2897 -4.6633 -0.6936
23 N -2.8203 3.2175 -5.7760
24 C -2.0044 3.0818 -4.6915
25 C -2.3946 3.5726 -3.4361
26 C -1.5857 3.4118 -2.3347
27 C -0.3726 2.7351 -2.4516
28 C 0.0418 2.2735 -3.6966
29 C -0.7611 2.4441 -4.8051
30 S 0.6158 2.5276 -1.0193
31 O 1.8590 1.9034 -1.3964
32 O 0.5892 3.7587 -0.2953
33 N -0.1196 1.3930 -0.0499
34 C -1.1700 1.6958 0.7807
35 N -1.9416 2.7609 0.7922
36 C -2.7828 2.8342 1.8168
37 C -2.8542 1.8768 2.8178
38 C -2.0811 0.7398 2.6815
39 N -1.2668 0.6255 1.6296
40 H -3.6152 3.8286 -5.7243
41 H -2.4600 3.0298 -6.6939
42 H -3.3355 4.0990 -3.3380
43 H -1.8809 3.8138 -1.3762
44 H 1.0222 1.8351 -3.8170
45 H -0.4167 2.1112 -5.7760
46 H -3.4260 3.7060 1.8480
47 H -3.5061 2.0004 3.6682
48 H -2.0850 -0.0514 3.4048
49 C 2.8259 0.5059 2.7247
50 C 1.7933 -0.3653 3.3555
51 C 1.7225 -0.7312 4.6826
52 C 0.5483 -1.4779 4.8420
53 C -0.0762 -1.5552 3.6151
54 C -1.3671 -2.2905 3.3715
55 N 0.7064 -0.8792 2.6766
56 H 3.4621 0.9158 3.5080
57 H 2.3858 1.3435 2.1774
58 H 3.4899 -0.0181 2.0344
59 H 2.4325 -0.4670 5.4487
60 H 0.1876 -1.9315 5.7517
61 H -2.0366 -2.1285 4.2183
62 H -1.2226 -3.3679 3.2917
63 H -1.8952 -1.9702 2.4713

Properties
* gap between HOMO and LUMO: 6.927 eV
* total charge: +1
* relative energy (zero: lowest compared OMol25 entry of this formula, charge and spin): 1.473 eV
* E_HOMO: -9.82 eV

Atom charges from the Mulliken analysis, given in e for atoms 1 to 4: 1.446, -0.578, -0.872, 0.032


- The highest relative energy (zero: lowest compared OMol25 entry of this formula, charge and spin) belongs to which entry?
  C22H29IrN5O2S4


What did the fourth record say?
A structure of composition C22H29IrN5O2S4. Source: the OMol25 dataset; level of theory: ωB97M-V/def2-TZVPD.

Element x y z (Å)
1 Ir 0.1765 -0.5501 0.6529
2 C 1.8859 -3.2153 1.4072
3 C 2.9107 -2.5188 0.5316
4 S 2.3442 -0.9158 -0.1306
5 C 2.2008 -1.3102 -1.9237
6 C 0.9112 -0.7683 -2.5320
7 S -0.5926 -1.0312 -1.5689
8 C -0.7983 -2.8269 -1.6538
9 C 0.1235 -3.6579 -0.7783
10 S 0.1775 -2.9562 0.8964
11 H 1.8976 -2.8159 2.4195
12 H 2.0955 -4.2839 1.4725
13 H 3.2346 -3.1205 -0.3161
14 H 3.7988 -2.3225 1.1318
15 H 2.3312 -2.3813 -2.0504
16 H 3.0338 -0.8113 -2.4180
17 H 0.7638 -1.1234 -3.5513
18 H 0.9987 0.3100 -2.5562
19 H -0.6959 -3.0921 -2.7066
20 H -1.8398 -3.0014 -1.3815
21 H 1.1276 -3.7510 -1.1818
22 H -0.2897 -4.6633 -0.6936
23 N -2.8203 3.2175 -5.7760
24 C -2.0044 3.0818 -4.6915
25 C -2.3946 3.5726 -3.4361
26 C -1.5857 3.4118 -2.3347
27 C -0.3726 2.7351 -2.4516
28 C 0.0418 2.2735 -3.6966
29 C -0.7611 2.4441 -4.8051
30 S 0.6158 2.5276 -1.0193
31 O 1.8590 1.9034 -1.3964
32 O 0.5892 3.7587 -0.2953
33 N -0.1196 1.3930 -0.0499
34 C -1.1700 1.6958 0.7807
35 N -1.9416 2.7609 0.7922
36 C -2.7828 2.8342 1.8168
37 C -2.8542 1.8768 2.8178
38 C -2.0811 0.7398 2.6815
39 N -1.2668 0.6255 1.6296
40 H -3.6152 3.8286 -5.7243
41 H -2.4600 3.0298 -6.6939
42 H -3.3355 4.0990 -3.3380
43 H -1.8809 3.8138 -1.3762
44 H 1.0222 1.8351 -3.8170
45 H -0.4167 2.1112 -5.7760
46 H -3.4260 3.7060 1.8480
47 H -3.5061 2.0004 3.6682
48 H -2.0850 -0.0514 3.4048
49 C 2.8259 0.5059 2.7247
50 C 1.7933 -0.3653 3.3555
51 C 1.7225 -0.7312 4.6826
52 C 0.5483 -1.4779 4.8420
53 C -0.0762 -1.5552 3.6151
54 C -1.3671 -2.2905 3.3715
55 N 0.7064 -0.8792 2.6766
56 H 3.4621 0.9158 3.5080
57 H 2.3858 1.3435 2.1774
58 H 3.4899 -0.0181 2.0344
59 H 2.4325 -0.4670 5.4487
60 H 0.1876 -1.9315 5.7517
61 H -2.0366 -2.1285 4.2183
62 H -1.2226 -3.3679 3.2917
63 H -1.8952 -1.9702 2.4713

Properties
* gap between HOMO and LUMO: 6.927 eV
* total charge: +1
* relative energy (zero: lowest compared OMol25 entry of this formula, charge and spin): 1.473 eV
* E_HOMO: -9.82 eV

Atom charges from the Mulliken analysis, given in e for atoms 1 to 4: 1.446, -0.578, -0.872, 0.032


- What is the relative energy (zero: lowest compared OMol25 entry of this formula, charge and spin) in the third record?
  0.000 eV